# 1
C7H6S | ωB97M-V/def2-TZVPD

Positions of all 14 atoms, in Å:
S: 1.25 2.29 0.16
C: -1.39 1.02 0.05
C: -1.86 -0.27 -0.10
C: 0.27 -1.28 -0.02
C: 0.83 -0.03 -0.03
C: -0.04 1.09 0.01
C: 2.21 0.70 0.06
C: -1.10 -1.40 -0.05
H: 2.64 0.42 1.04
H: -2.96 -0.43 -0.19
H: -1.66 -2.35 -0.08
H: 0.94 -2.21 -0.23
H: 2.91 0.56 -0.74
H: -2.05 1.89 0.12

The calculation puts the HOMO energy at -8.25 eV. The value obtained for the orbital gap is 0.335 Ha. The value obtained for the molar mass is 122.19 g/mol. Its energy above the lowest of the compared OMol25 structures with the same formula, charge and spin is 11.1 kcal per mole. For the total energy, the calculation gives -668.4815 Eh.

---

# 2
C7H7AgNO4 | ωB97M-V/def2-TZVPD

Positions of all 20 atoms, in Å:
Ag: 3.37 1.25 3.05
O: -1.54 0.45 2.04
O: -3.69 -1.27 -1.33
O: -3.13 0.07 0.44
O: 1.99 -0.05 1.74
N: 1.70 -1.94 0.53
C: -1.88 0.39 0.92
C: -1.02 0.63 -0.30
C: 1.43 0.32 -0.58
C: 1.72 -0.55 0.65
C: -3.00 -0.46 -0.82
C: 0.26 1.32 -0.28
C: -1.71 0.06 -1.38
H: 2.31 0.88 -0.88
H: -1.40 -0.01 -2.42
H: 1.95 -2.24 -0.41
H: 0.42 1.74 0.72
H: 1.16 -0.35 -1.40
H: 0.80 -2.37 0.74
H: 0.27 2.12 -1.02

The calculation puts the HOMO energy (alpha / beta) at -18.14 / -18.06 eV. The value obtained for the orbital gap (alpha / beta) is 0.306 / 0.183 Ha. The value obtained for the molar mass is 277.00 g/mol. As for the total charge: +2. For the total energy, the calculation gives -772.8502 Eh. The spin multiplicity is 2.

---

# 3
C7H7Br2F2INO7S2 | ωB97M-V/def2-TZVPD

Positions of all 29 atoms, in Å:
I: 3.63 -2.99 -3.23
Br: -2.35 -2.83 2.13
Br: 0.78 -3.80 2.68
S: -3.74 3.19 0.89
S: -1.19 2.54 1.24
F: -4.82 2.57 -0.10
F: -0.90 4.06 0.85
O: 2.28 -0.44 -3.68
O: -3.60 4.53 0.44
O: 2.08 -3.04 -0.22
O: -1.21 2.56 2.67
O: 1.97 -0.94 0.54
O: -0.07 1.86 0.64
O: -4.31 2.97 2.18
N: -2.53 2.22 0.51
C: 3.22 -0.31 -1.52
C: 1.94 -0.18 -0.66
C: -0.91 -2.21 1.06
C: 0.33 -2.60 1.27
C: -1.28 -1.27 -0.03
C: 1.51 -2.21 0.45
C: 2.92 -0.99 -2.83
H: -0.57 -0.46 -0.07
H: 1.84 0.84 -0.36
H: 1.09 -0.40 -1.29
H: -1.42 -1.79 -0.97
H: -2.23 -0.82 0.20
H: 3.52 0.69 -1.79
H: 4.05 -0.76 -0.99

The calculation puts the HOMO energy at -6.96 eV. The value obtained for the orbital gap is 0.328 Ha. The value obtained for the molar mass is 605.98 g/mol. As for the total charge: -1. For the total energy, the calculation gives -7294.2825 Eh.

---

# 4
C7H7Br2O5 | ωB97M-V/def2-TZVPD

Positions of all 21 atoms, in Å:
Br: -2.65 -2.69 0.17
Br: 1.17 1.80 2.37
O: -2.77 -0.07 -0.05
O: -0.81 1.96 0.40
O: 1.22 -0.53 -2.39
O: 2.49 -0.63 1.14
O: 3.30 -0.23 -0.88
C: -1.72 -0.88 -0.15
C: 1.02 0.55 -0.35
C: 0.38 -0.42 -1.30
C: 2.43 -0.14 0.00
C: -0.62 -0.24 1.42
C: -0.77 -1.10 -1.20
C: 0.12 0.88 0.84
H: -1.22 2.47 1.11
H: 1.23 1.49 -1.00
H: -1.45 0.24 1.94
H: -0.05 -0.96 1.93
H: -2.46 0.79 -0.05
H: 2.17 -0.43 -2.04
H: -1.00 -1.87 -1.92

The calculation puts the HOMO energy at -5.28 eV. The value obtained for the orbital gap is 0.297 Ha. The value obtained for the molar mass is 330.94 g/mol. As for the total charge: -1. Its energy above the lowest of the compared OMol25 structures with the same formula, charge and spin is 44.2 kcal per mole. For the total energy, the calculation gives -5795.1881 Eh.

---

# 5
C7H7BrNO2 | ωB97M-V/def2-TZVPD

Positions of all 18 atoms, in Å:
Br: -2.63 0.50 -0.52
O: 0.74 2.40 1.15
O: 2.72 1.49 0.33
N: -0.29 -0.96 0.50
C: 0.38 -1.23 -0.69
C: 1.40 1.81 0.32
C: 0.29 -0.59 -2.06
C: 1.74 1.17 -0.85
C: -1.37 -0.43 0.76
C: -1.84 -0.03 2.09
C: 1.43 -0.23 -1.19
H: 0.41 -1.37 -2.80
H: 2.40 -0.60 -1.57
H: -2.65 0.61 2.16
H: -1.98 -0.89 2.64
H: 0.72 -2.16 -0.52
H: -1.02 0.45 2.46
H: -0.46 0.05 -2.21

The calculation puts the HOMO energy at -2.52 eV. The value obtained for the orbital gap is 0.206 Ha. The value obtained for the molar mass is 217.04 g/mol. As for the total charge: -1. Its energy above the lowest of the compared OMol25 structures with the same formula, charge and spin is 103.2 kcal per mole. For the total energy, the calculation gives -3050.0618 Eh.

---

# 6
C7H7BrO2 | ωB97M-V/def2-TZVPD

Positions of all 17 atoms, in Å:
Br: -3.75 -0.34 -0.16
O: 0.93 1.63 -0.09
O: 1.22 -1.61 -1.15
C: 0.63 -0.73 0.93
C: -1.59 1.43 -0.33
C: -1.84 0.06 -0.29
C: -0.26 2.03 -0.24
C: 1.66 -0.50 -1.34
C: 0.42 -1.96 0.03
C: 1.42 0.29 0.03
H: -2.22 2.29 -0.23
H: -0.38 -0.43 1.16
H: -0.50 -2.06 -0.45
H: 2.56 0.38 0.26
H: 0.80 -2.79 0.45
H: 1.17 -0.83 1.84
H: -0.29 3.15 -0.43

The calculation puts the HOMO energy at -8.43 eV. The value obtained for the orbital gap is 0.276 Ha. The value obtained for the molar mass is 203.03 g/mol. Its energy above the lowest of the compared OMol25 structures with the same formula, charge and spin is 160.6 kcal per mole. For the total energy, the calculation gives -2995.1490 Eh.

---

# 7
C7H7Cl20N5P | ωB97M-V/def2-TZVPD

Positions of all 40 atoms, in Å:
Cl: 6.78 5.12 0.49
Cl: -4.61 4.08 -0.70
Cl: -0.99 -7.87 5.10
Cl: 5.23 2.49 -1.74
Cl: -1.62 -5.96 3.04
Cl: -0.97 -8.69 2.34
Cl: -4.88 6.75 0.36
Cl: 7.85 6.05 -2.03
Cl: -1.23 2.67 -4.31
Cl: -0.95 3.80 -1.68
Cl: -3.08 1.94 -2.23
Cl: -0.36 1.01 -2.11
Cl: -5.80 4.49 1.89
Cl: 2.60 3.11 -2.76
Cl: 9.62 5.56 0.19
Cl: 8.36 3.35 -1.16
Cl: 4.03 0.82 -3.77
Cl: 1.09 -6.93 3.34
Cl: 2.99 0.79 -1.08
Cl: -7.22 5.29 -0.48
P: 0.33 -3.60 -0.22
N: 1.39 -2.49 -0.13
N: -0.98 -3.46 0.91
N: -3.37 -1.01 1.48
N: -1.74 -1.38 0.05
N: -2.79 -2.20 1.81
C: -1.79 -2.40 0.92
C: -2.70 -0.55 0.42
C: 8.15 5.03 -0.63
C: -0.60 -7.40 3.47
C: -1.39 2.36 -2.60
C: -5.64 5.16 0.26
C: 3.72 1.81 -2.34
H: 0.72 -4.87 0.22
H: -0.36 -3.76 -1.43
H: -3.10 -2.75 2.59
H: 1.53 -1.97 -0.99
H: -2.93 0.39 -0.07
H: -1.14 -4.18 1.61
H: -4.14 -0.60 1.98

The calculation puts the HOMO energy at -12.49 eV. The value obtained for the orbital gap is 0.341 Ha. The value obtained for the molar mass is 901.20 g/mol. As for the total charge: +1. For the total energy, the calculation gives -10089.5787 Eh.

---

# 8
C7H7Cl2OP | ωB97M-V/def2-TZVPD

Positions of all 18 atoms, in Å:
Cl: 2.34 -0.60 1.63
Cl: 3.86 1.05 -0.82
P: 2.41 -0.29 -0.36
O: 1.26 0.99 -0.42
C: -2.59 0.29 0.65
C: -2.11 -0.32 -0.52
C: -0.53 1.32 1.02
C: -1.82 1.17 1.40
C: -0.84 -0.11 -0.91
C: -0.10 0.77 -0.16
C: 2.21 -1.80 -1.05
H: -2.23 1.53 2.34
H: 2.15 -2.48 -0.27
H: -0.32 -0.66 -1.80
H: 0.28 2.06 1.43
H: 2.40 -2.10 -2.02
H: -2.69 -1.09 -0.99
H: -3.70 0.26 0.84

The calculation puts the HOMO energy at -8.73 eV. The value obtained for the orbital gap is 0.337 Ha. The value obtained for the molar mass is 209.01 g/mol. Its energy above the lowest of the compared OMol25 structures with the same formula, charge and spin is 0.0 kcal per mole. For the total energy, the calculation gives -1607.9012 Eh.

---

# 9
C7H7ClN2 | ωB97M-V/def2-TZVPD

Positions of all 17 atoms, in Å:
Cl: 3.18 0.61 0.66
N: 2.32 0.13 -0.76
N: -0.36 2.07 -0.58
C: -0.24 -0.21 0.11
C: 0.57 -1.43 0.05
C: 1.87 -1.21 -0.76
C: -2.16 1.11 0.62
C: -1.51 -0.10 0.68
C: -1.55 2.20 0.00
C: 0.16 0.90 -0.50
H: 0.45 -1.76 1.07
H: 0.08 -2.20 -0.63
H: 1.75 -1.50 -1.85
H: -1.93 -1.09 1.03
H: -2.10 3.03 -0.11
H: 2.56 -1.85 -0.28
H: -3.09 1.31 1.25

The calculation puts the HOMO energy (alpha / beta) at -8.16 / -8.57 eV. The value obtained for the orbital gap (alpha / beta) is 0.292 / 0.318 Ha. The value obtained for the molar mass is 154.60 g/mol. Its energy above the lowest of the compared OMol25 structures with the same formula, charge and spin is 123.9 kcal per mole. For the total energy, the calculation gives -840.4625 Eh.

---

# 10
C7H7ClNO2 | ωB97M-V/def2-TZVPD

Positions of all 18 atoms, in Å:
Cl: -2.94 0.90 0.82
O: 0.89 4.22 -2.57
O: 0.08 2.30 -3.75
N: -3.20 3.10 -3.15
C: -0.97 -0.30 -1.20
C: -0.86 2.35 -2.59
C: -1.24 1.50 0.74
C: -2.19 2.69 -2.85
C: 0.23 3.29 -2.89
C: -0.60 0.79 -0.17
C: 0.91 0.90 0.08
H: 1.50 0.63 -0.76
H: -1.01 -1.31 -0.83
H: 1.15 0.07 0.76
H: -0.57 1.68 -1.69
H: 1.08 1.77 0.71
H: -0.11 -0.35 -1.95
H: -1.81 0.06 -1.74

The calculation puts the HOMO energy at -3.46 eV. The value obtained for the orbital gap is 0.247 Ha. The value obtained for the molar mass is 172.59 g/mol. As for the total charge: -1. Its energy above the lowest of the compared OMol25 structures with the same formula, charge and spin is 97.3 kcal per mole. For the total energy, the calculation gives -936.2326 Eh.

---

# 11
C7H7ClNOS | ωB97M-V/def2-TZVPD

Positions of all 18 atoms, in Å:
Cl: 4.27 0.67 0.55
S: -2.66 -0.30 0.65
O: -0.99 2.11 -0.29
N: 0.41 0.18 -0.02
C: 0.28 -1.16 -0.05
C: 1.65 0.74 0.12
C: 2.71 -1.41 -0.08
C: -3.62 0.99 -0.04
C: -0.64 1.01 0.02
C: 2.81 -0.03 0.12
C: 1.41 -1.95 -0.31
H: -4.64 0.78 0.01
H: 1.04 -3.02 -0.28
H: -3.41 1.87 0.61
H: 1.83 1.85 0.28
H: -3.23 1.15 -1.12
H: 3.62 -2.01 -0.13
H: -0.84 -1.45 -0.06

The calculation puts the HOMO energy at -12.38 eV. The value obtained for the orbital gap is 0.227 Ha. The value obtained for the molar mass is 188.66 g/mol. As for the total charge: +1. Its energy above the lowest of the compared OMol25 structures with the same formula, charge and spin is 58.6 kcal per mole. For the total energy, the calculation gives -1258.9300 Eh.

---

# 12
C7H7DyO6 | ωB97M-V/def2-TZVPD

Positions of all 21 atoms, in Å:
Dy: -0.18 -0.09 0.25
O: -2.37 1.59 -1.54
O: 3.19 4.30 -2.05
O: 0.95 2.81 1.30
O: 2.86 -1.27 0.82
O: -0.46 -2.49 -2.01
O: -1.23 -0.73 1.94
C: -1.55 1.02 -0.96
C: 0.59 1.81 0.88
C: -2.42 -1.49 1.32
C: -2.18 -2.95 1.42
C: 1.82 -0.84 0.57
C: 2.55 3.72 -1.33
C: -0.30 -1.61 -1.27
H: -2.57 -1.10 0.31
H: -3.10 -3.40 1.08
H: -0.55 -1.40 2.31
H: -1.37 -3.28 0.78
H: -3.17 -1.07 2.00
H: 1.00 0.64 -1.45
H: -2.00 -3.26 2.45

The calculation puts the HOMO energy (alpha / beta) at -17.18 / -17.20 eV. The value obtained for the orbital gap (alpha / beta) is 0.215 / 0.222 Ha. The value obtained for the molar mass is 349.63 g/mol. As for the total charge: +2. Its energy above the lowest of the compared OMol25 structures with the same formula, charge and spin is 73.8 kcal per mole. For the total energy, the calculation gives -1606.5389 Eh. The spin multiplicity is 6.

---

The lowest total energy belongs to which entry? C7H7Cl20N5P

---

total energy of number 11 (C7H7ClNOS)? -1258.9300 Eh

---

Number 1 is which compound? C7H6S